No. 1
CH8Si3 in the gas phase. Source: the Open Molecules 2025 dataset; level of theory: the ωB97M-V functional and the def2-TZVPD basis.

* strongest force on any atom: 0.0257 Eh/bohr
* total charge: 0
* multiplicity: 1
* E: -911.25627 a.u.
* SMILES: C[SiH2][SiH]=[SiH2]
* HOMO-LUMO gap: 0.2516 Eh

```
12
CH8Si3, DFT the ωB97M-V functional and the def2-TZVPD basis
C 2.294 -0.591 0.137
Si -3.294 0.087 0.352
Si 0.975 0.779 -0.158
Si -1.221 0.055 -0.441
H 2.244 -1.372 -0.617
H 3.295 -0.168 0.123
H 2.145 -1.059 1.107
H -3.432 -0.077 1.813
H -4.119 -1.020 -0.178
H 0.990 1.649 1.036
H 1.510 1.615 -1.252
H -1.388 0.102 -1.922
```

***

No. 2
2 unconnected molecules or ions with the total composition CH9N2. Source: the Open Molecules 2025 dataset; level of theory: the ωB97M-V functional and the def2-TZVPD basis.

* strongest force on any atom: 0.0330 Eh/bohr
* total charge: +1
* multiplicity: 1
* E: -152.76567 a.u.
* HOMO-LUMO gap: 0.4544 Eh

```
12
CH9N2, DFT the ωB97M-V functional and the def2-TZVPD basis
N 0.142 -0.276 1.996
H -0.781 0.111 2.142
H 0.784 0.147 2.654
H 0.406 -0.404 0.239
H 0.070 -1.247 2.284
C -0.657 0.240 -1.556
N 0.587 -0.020 -0.745
H -1.319 -0.607 -1.470
H -1.137 1.134 -1.200
H -0.380 0.413 -2.590
H 0.940 0.892 -0.441
H 1.345 -0.383 -1.314
```

***

No. 3
2 unconnected molecules or ions with the total composition CH9N2. Source: the Open Molecules 2025 dataset; level of theory: the ωB97M-V functional and the def2-TZVPD basis.

* strongest force on any atom: 0.0922 Eh/bohr
* total charge: +2
* multiplicity: 2
* E: -152.17089 a.u.
* ⟨S²⟩: 0.75
* HOMO-LUMO gap (spin up / spin down): 0.5263 / 0.2673 Eh

```
12
CH9N2, DFT the ωB97M-V functional and the def2-TZVPD basis
N 0.408 1.368 1.428
H 0.758 1.845 0.591
H 1.126 1.347 2.172
H 0.002 0.567 -0.315
H -0.338 2.006 1.805
C -0.331 -1.528 -0.367
N -0.152 -0.093 -1.093
H 0.531 -1.838 0.243
H -1.261 -1.576 0.191
H -0.405 -2.147 -1.271
H -0.932 0.118 -1.741
H 0.659 -0.078 -1.712
```